# 1
Below is a molecular structure, C29H26BFN5O5SeV, with properties calculated with ωB97M-V/def2-TZVPD.

Frontier orbital gap (alpha / beta) ... 4.5310 / 4.3193 eV
2S+1 ... 2
Total charge ... +1
Highest occupied orbital energy (alpha / beta) ... -7.95 / -7.74 eV
ΔE to the lowest compared entry with this formula, charge and spin ... 0.2 kcal per mole

Atoms and positions in Å:
V -0.04133 0.54477 -3.71906
F 0.55492 -2.36830 2.41876
C 0.53659 -1.04945 2.10597
C 0.43446 -0.66296 0.80415
C 0.43145 0.70417 0.50861
C 0.29320 1.13420 -0.88547
O 0.19313 0.24476 -1.77107
C 0.26717 2.54740 -1.13555
C 0.39550 3.39020 -0.07039
N 0.55181 3.00136 1.21007
C 0.65604 3.99929 2.25729
C 1.96851 4.16944 2.96642
C 1.48341 5.22041 2.01321
C 0.54757 1.64473 1.53434
C 0.64944 1.21593 2.86866
C 0.64464 -0.13124 3.15836
N 0.75338 -0.55574 4.52365
C 1.96946 -1.31435 4.79567
C 2.16298 -1.44771 6.29086
N 0.94589 -2.11923 6.87925
C -0.31557 -1.35658 6.54810
C -0.42537 -1.23626 5.04363
C 0.12013 3.20759 -2.50649
O 0.23450 4.41140 -2.57598
O -0.11661 2.41810 -3.50281
H 0.35112 -1.38407 0.00238
H 0.37436 4.45563 -0.25198
H -0.25671 4.11198 2.83021
H 2.78613 3.54687 2.62740
H 1.94360 4.37606 4.02782
H 2.00103 5.30166 1.06759
H 1.10550 6.15087 2.41079
H 0.73515 1.92151 3.68118
H 2.82671 -0.77906 4.38956
H 1.95981 -2.31218 4.33070
H 2.23308 -0.47369 6.77084
H 3.03199 -2.05149 6.54289
H 1.04942 -2.20834 7.88909
H 0.86998 -3.06667 6.50313
H -0.21750 -0.38471 7.02709
H -1.15232 -1.90243 6.97909
H -1.30701 -0.64140 4.80943
H -0.57361 -2.23328 4.60286
Se 2.66283 1.22743 -5.61182
N 1.17820 0.23941 -5.17178
C 1.65086 -0.92323 -4.62606
C 0.82017 -1.99594 -4.20027
C 1.37986 -3.05094 -3.56068
C 2.80092 -3.10621 -3.36236
C 3.63306 -2.13654 -3.78959
C 3.09334 -0.97779 -4.45535
N 3.78898 0.00952 -4.92244
H -0.24421 -1.98457 -4.41827
H 0.75955 -3.86984 -3.22491
H 3.22009 -3.97464 -2.86930
H 4.70408 -2.20800 -3.65532
O -2.95064 0.42533 -5.06620
B -2.04277 -0.14983 -4.16916
O -2.63719 -1.29630 -3.59867
C -3.88475 -1.40895 -4.16379
C -4.85268 -2.36327 -3.94383
C -6.04679 -2.21627 -4.64511
C -6.24335 -1.15775 -5.52669
C -5.25825 -0.19543 -5.73719
C -4.08298 -0.35092 -5.03609
H -4.68745 -3.18296 -3.25710
H -6.83775 -2.94178 -4.50671
H -7.18186 -1.07945 -6.05932
H -5.39731 0.62976 -6.42223



# 2
Below is a molecular structure, C29H26Cl2IrN5O4 at a distorted geometry, with properties calculated with ωB97M-V/def2-TZVPD.

Frontier orbital gap ... 5.6905 eV
2S+1 ... 1
Total charge ... +2
Highest occupied orbital energy ... -12.10 eV
ΔE to the lowest compared entry with this formula, charge and spin ... 11.1 kcal per mole

Atoms and positions in Å:
Ir 0.34332 0.18688 0.11158
O -6.03162 1.09605 2.14323
C -5.29716 0.25259 2.66457
O -5.36903 -0.49660 3.64256
C -3.93775 0.10139 1.90322
C -3.66527 0.89534 0.79303
C -2.44328 0.77459 0.17045
N -1.54046 -0.11609 0.61718
C -1.75055 -0.84191 1.73198
C -2.95996 -0.76556 2.38535
C -0.54992 -1.57156 2.20180
C -0.58902 -2.51874 3.21073
C 0.58935 -3.10848 3.63593
C 1.78679 -2.73918 3.03935
C 1.76232 -1.80101 2.02819
N 0.62475 -1.23861 1.59986
C -1.92563 1.63458 -0.91850
C -2.72048 2.52239 -1.62319
C -2.13665 3.36683 -2.55236
C -0.76471 3.30913 -2.75464
C -0.03018 2.38181 -2.04456
N -0.59414 1.53961 -1.16907
H -4.42761 1.60519 0.49388
H -3.19196 -1.31624 3.28963
H -1.53565 -2.77671 3.66411
H 0.57500 -3.83753 4.43479
H 2.72902 -3.16019 3.35939
H 2.67069 -1.45997 1.55138
H -3.78258 2.56059 -1.42647
H -2.74340 4.07579 -3.09930
H -0.26670 3.97936 -3.44031
H 1.04544 2.31671 -2.14591
Cl 4.26861 5.40210 3.34507
C 3.12586 4.32162 2.64422
C 1.74726 4.57676 2.82554
C 0.79968 3.73123 2.32302
Cl -0.87617 4.06254 2.53871
C 1.16994 2.54252 1.63797
O 0.21247 1.72477 1.33645
C 2.55688 2.35747 1.36198
C 3.03943 1.34876 0.51152
O 2.37106 0.53470 -0.19218
C 3.52491 3.25061 1.91430
H 1.43719 5.45791 3.37219
H 4.12461 1.26743 0.40924
H 4.57692 3.07400 1.73134
C 1.65025 -3.48763 -2.23116
C 1.48025 -2.44219 -1.10796
N 0.54749 -1.36516 -1.51733
C -0.77502 -1.96435 -1.81641
C -0.66199 -3.03381 -2.92687
N 0.76976 -3.08582 -3.37192
C 1.18929 -1.74798 -3.89529
C 1.08110 -0.72587 -2.74173
H 1.34590 -4.48404 -1.91720
H 2.67129 -3.53965 -2.60401
H 2.43248 -1.97879 -0.86533
H 1.08522 -2.91749 -0.21651
H -1.44855 -1.16444 -2.11949
H -1.16823 -2.40033 -0.90019
H -1.26875 -2.79245 -3.79711
H -0.93672 -4.02755 -2.57915
H 0.86005 -3.77741 -4.11724
H 0.52763 -1.50405 -4.72400
H 2.20370 -1.83975 -4.27781
H 0.41182 0.07618 -3.03121
H 2.05142 -0.30032 -2.49934



# 3
Below is a molecular structure, C29H26CoN7OS2Te, with properties calculated with ωB97M-V/def2-TZVPD.

Frontier orbital gap (alpha / beta) ... 5.1176 / 5.1404 eV
2S+1 ... 2
Total charge ... -1
Highest occupied orbital energy (alpha / beta) ... -3.12 / -3.12 eV
ΔE to the lowest compared entry with this formula, charge and spin ... 1.8 kcal per mole

Atoms and positions in Å:
Co 0.52994 0.73897 0.97051
N 0.35728 0.97734 5.05681
C -0.33315 0.93275 3.90581
N 0.52733 0.86400 2.92157
C 1.73986 0.86321 3.52619
N 1.68848 0.93400 4.83283
C 2.94325 0.76950 2.66973
C 4.23725 0.71468 3.15823
N 5.27969 0.60890 2.33512
C 5.00843 0.55865 1.03684
C 3.70835 0.61634 0.54520
N 2.67839 0.72539 1.36772
H 0.00442 1.01706 5.99558
H -1.40668 0.96128 3.79301
H 4.42342 0.75331 4.22387
H 5.84673 0.46558 0.35629
H 3.48940 0.57624 -0.51555
C -0.48702 -4.27722 -3.83790
C 0.71866 -3.78683 -3.02421
C 0.56095 -4.27046 -1.58363
C 2.00328 -4.39443 -3.60463
C 0.79443 -2.26105 -3.10748
C 0.94901 -1.64459 -4.36538
C 1.01603 -0.27457 -4.50248
C 0.92409 0.50517 -3.35219
S 0.97511 2.22987 -3.19597
C 0.78278 2.06049 -1.48649
N 0.68060 0.83769 -1.05225
C 0.76338 -0.08112 -2.10009
C 0.70272 -1.46978 -1.97822
C 0.76893 3.15703 -0.52450
C 0.87742 4.49445 -0.89207
C 0.87249 5.46486 0.09384
C 0.76020 5.06618 1.42444
C 0.64715 3.72545 1.76342
C 0.63800 2.70785 0.80254
H -0.57068 -5.36474 -3.76645
H -0.39815 -4.01388 -4.89376
H -1.40994 -3.83698 -3.45646
H 0.51540 -5.36200 -1.57338
H -0.34841 -3.89546 -1.11262
H 1.39600 -3.96385 -0.95146
H 1.96856 -5.48439 -3.53038
H 2.87757 -4.04270 -3.05279
H 2.14013 -4.13290 -4.65559
H 1.01340 -2.25597 -5.25703
H 1.12992 0.18202 -5.47750
H 0.58960 -1.88344 -0.98620
H 0.96062 4.77960 -1.93644
H 0.94881 6.51362 -0.16307
H 0.75068 5.81938 2.20534
H 0.54114 3.47861 2.81649
Te -2.39335 1.14490 0.55735
C -4.36964 0.93369 1.26490
C -4.86762 -0.29447 1.71415
C -6.19014 -0.43607 2.11654
C -7.05754 0.64853 2.08423
C -6.57552 1.87894 1.65340
C -5.25193 2.02012 1.25538
H -4.20520 -1.15156 1.73970
H -6.54603 -1.40411 2.45259
H -8.09191 0.53645 2.38706
H -7.23693 2.73844 1.62614
H -4.88708 2.98521 0.92559
O -0.15440 -3.61499 1.57147
S -0.42364 -2.17519 1.71154
N 0.47567 -1.21301 1.07478



# 4
Below is a molecular structure, C29H26I2NOPS8Sm, with properties calculated with ωB97M-V/def2-TZVPD.

Frontier orbital gap (alpha / beta) ... 5.6478 / 5.6960 eV
2S+1 ... 6
Total charge ... -1
Highest occupied orbital energy (alpha / beta) ... -4.04 / -4.04 eV
ΔE to the lowest compared entry with this formula, charge and spin ... 31.7 kcal per mole

Atoms and positions in Å:
Sm -0.53087 0.86045 -1.74957
S -1.70126 6.47523 4.18262
C -0.90195 5.43501 3.15752
S 0.60686 5.78356 2.42095
C 0.79989 4.33889 1.44333
C -0.24670 3.48118 1.53227
S -0.48382 1.89784 0.81048
S -1.55744 3.96244 2.58132
S 2.26927 4.22110 0.54303
S -2.89544 0.09276 -5.93624
C -2.01329 0.33790 -4.57337
S -1.33903 1.90210 -4.15429
S -1.71497 -0.96429 -3.41846
C -3.72272 2.02175 -1.47071
C -4.22677 1.00376 -0.46425
C -4.12840 1.49600 0.97275
C -3.59906 -0.38093 -0.67897
C -4.28978 -1.48842 0.10996
O -3.31306 -1.90852 1.07111
C -2.14778 -1.30326 0.74928
N -2.17684 -0.47898 -0.22547
C -1.03885 -1.75544 1.65163
C -1.46265 -2.41554 2.81045
C -0.56514 -2.93179 3.72708
C 0.79288 -2.82138 3.48943
C 1.22487 -2.17240 2.34905
C 0.33855 -1.61403 1.42954
P 1.14316 -0.81989 -0.01910
C 1.86351 -2.31378 -0.80133
C 3.12359 -2.83217 -0.52504
C 3.57211 -3.96889 -1.17821
C 2.76889 -4.60404 -2.11411
C 1.50802 -4.09721 -2.39348
C 1.06293 -2.95882 -1.74126
C 2.55034 0.07159 0.69642
C 3.64986 0.32867 -0.11874
C 4.70420 1.09376 0.35202
C 4.66419 1.61630 1.63533
C 3.56332 1.37959 2.44237
C 2.50694 0.61932 1.97524
H -4.30777 2.94238 -1.43471
H -3.76697 1.63104 -2.48969
H -2.69266 2.36361 -1.28604
H -5.28625 0.83538 -0.70922
H -3.08469 1.62232 1.26746
H -4.60369 0.81065 1.67457
H -4.62039 2.46184 1.07950
H -3.60106 -0.60744 -1.75067
H -4.55271 -2.35702 -0.49584
H -5.16370 -1.14208 0.66323
H -2.51945 -2.52064 2.99228
H -0.93306 -3.42282 4.61613
H 1.51574 -3.23213 4.18149
H 2.28894 -2.08719 2.17012
H 3.76888 -2.34256 0.19395
H 4.55720 -4.35483 -0.95608
H 3.12842 -5.48371 -2.62919
H 0.87364 -4.56896 -3.12944
H 0.08159 -2.56287 -1.99599
H 3.68513 -0.05919 -1.13025
H 5.54624 1.29591 -0.29539
H 5.47580 2.23335 1.99523
H 3.50439 1.82209 3.42664
H 1.63254 0.47997 2.59663
I 1.97943 -0.04286 -3.86022
C 2.11659 2.06788 -4.03744
I 1.90201 2.97260 -2.09767
H 1.31493 2.35044 -4.71537
H 3.10336 2.30540 -4.41457